218
Properties=species:S:1:pos:R:3 method="wB97M-V/def2-TZVPD" e_above_lowest_kcal_mol=0.0 energy_ha=-10107.07901 multiplicity=1
C -4.23 0.54 6.47
O -4.69 0.59 5.14
P -5.74 -0.41 4.42
O -6.74 -0.97 5.31
O -6.18 0.56 3.30
C -7.16 1.52 3.49
O -4.92 -1.51 3.71
C -3.57 -1.24 3.26
H -4.09 1.54 6.71
H -3.30 -0.07 6.49
H -5.01 0.11 7.14
H -7.23 1.90 4.49
H -8.08 1.00 3.24
H -6.89 2.36 2.81
H -3.34 -0.24 3.57
H -3.49 -1.20 2.17
H -2.85 -1.95 3.72
C 5.66 1.67 5.31
O 4.96 1.59 4.05
P 4.18 2.95 3.69
O 5.01 3.95 3.05
O 2.93 2.37 2.90
C 2.05 1.54 3.68
O 3.55 3.35 5.04
C 3.93 4.44 5.85
H 4.95 1.39 6.04
H 6.23 2.60 5.53
H 6.40 0.87 5.18
H 1.49 0.86 3.00
H 1.34 2.14 4.22
H 2.63 0.85 4.31
H 4.74 4.17 6.59
H 3.07 4.67 6.47
H 4.17 5.31 5.20
C 1.76 -5.87 -6.82
O 1.57 -4.50 -6.87
P 1.78 -3.57 -5.61
O 2.96 -3.68 -4.73
O 1.68 -2.12 -6.17
C 0.75 -1.79 -7.20
O 0.36 -3.86 -4.78
C 0.33 -3.21 -3.49
H 2.22 -6.18 -5.88
H 2.37 -6.16 -7.68
H 0.84 -6.38 -6.96
H -0.18 -2.35 -7.12
H 1.20 -1.97 -8.16
H 0.53 -0.76 -6.99
H -0.06 -2.20 -3.53
H 1.29 -3.14 -2.94
H -0.45 -3.70 -2.94
C -3.88 3.41 2.68
O -2.45 3.20 2.62
P -1.40 3.99 3.43
O -1.77 5.21 4.12
O -0.61 2.92 4.34
C -1.28 2.28 5.37
O -0.28 4.22 2.38
C 0.78 5.20 2.55
H -4.29 2.44 2.35
H -4.22 4.17 1.97
H -4.14 3.73 3.66
H -0.67 1.46 5.69
H -2.30 1.96 5.03
H -1.33 2.97 6.28
H 1.43 5.06 1.67
H 1.31 4.87 3.42
H 0.47 6.27 2.69
C -2.01 0.81 -5.37
C -1.83 1.07 -3.86
C -2.74 0.08 -3.09
S -3.99 -0.47 -4.21
O -5.26 -0.09 -3.67
O -3.76 -1.83 -4.72
C -3.48 0.72 -5.50
H -1.36 -0.02 -5.74
H -1.61 1.69 -5.93
H -2.12 2.10 -3.62
H -0.74 1.00 -3.65
H -3.24 0.59 -2.21
H -2.29 -0.83 -2.77
H -4.03 1.65 -5.31
H -3.88 0.31 -6.42
C -4.14 -5.92 -2.61
C -4.08 -6.40 -1.12
C -4.57 -5.23 -0.35
S -3.70 -3.82 -1.04
O -2.46 -3.47 -0.39
O -4.65 -2.74 -1.24
C -3.34 -4.60 -2.64
H -5.16 -5.75 -2.87
H -3.68 -6.65 -3.27
H -3.03 -6.52 -0.84
H -4.66 -7.26 -0.83
H -4.42 -5.15 0.70
H -5.61 -5.04 -0.60
H -2.26 -4.64 -2.65
H -3.81 -3.88 -3.34
C 3.88 -0.26 -5.23
C 5.19 0.48 -4.99
C 4.92 1.33 -3.70
S 3.41 0.83 -2.88
O 2.31 1.74 -3.17
O 3.71 0.49 -1.49
C 3.17 -0.57 -3.94
H 4.08 -1.28 -5.68
H 3.24 0.31 -5.87
H 5.45 1.04 -5.94
H 6.01 -0.22 -4.81
H 4.98 2.33 -3.99
H 5.74 1.20 -2.93
H 2.10 -0.71 -3.96
H 3.59 -1.44 -3.53
C 5.79 -0.33 0.98
C 6.83 -1.20 1.72
C 6.35 -1.40 3.11
S 4.69 -1.85 2.85
O 3.83 -1.50 3.96
O 4.82 -3.28 2.56
C 4.36 -0.87 1.37
H 6.00 -0.24 -0.07
H 5.92 0.68 1.30
H 7.80 -0.65 1.61
H 6.90 -2.15 1.17
H 6.31 -0.45 3.65
H 6.78 -2.19 3.74
H 3.76 -0.01 1.51
H 3.94 -1.51 0.64
C 2.77 -6.34 -0.77
C 2.01 -5.34 0.12
C 0.70 -6.12 0.51
S 0.18 -6.87 -1.06
O -0.76 -5.95 -1.69
O -0.22 -8.25 -1.02
C 1.80 -6.80 -1.84
H 3.16 -7.18 -0.21
H 3.67 -5.84 -1.12
H 1.76 -4.37 -0.34
H 2.55 -5.20 1.06
H -0.17 -5.65 1.00
H 0.84 -6.99 1.20
H 1.77 -6.21 -2.76
H 2.04 -7.84 -2.08
C 6.58 4.70 0.31
C 6.34 3.25 -0.10
C 4.87 3.29 -0.42
S 4.66 4.63 -1.52
O 3.50 5.41 -1.27
O 5.01 4.24 -2.84
C 6.06 5.51 -0.85
H 7.64 4.85 0.51
H 6.09 4.90 1.26
H 6.56 2.61 0.75
H 6.98 2.99 -0.96
H 4.34 3.59 0.49
H 4.50 2.34 -0.78
H 5.78 6.54 -0.51
H 6.72 5.56 -1.66
C -7.65 1.36 -2.29
C -7.84 0.47 -1.08
C -6.48 0.47 -0.35
S -5.79 2.08 -0.56
O -4.35 1.99 -0.62
O -6.51 2.88 0.37
C -6.47 2.42 -2.12
H -8.54 1.88 -2.66
H -7.39 0.86 -3.21
H -8.05 -0.58 -1.41
H -8.61 0.84 -0.47
H -5.82 -0.32 -0.78
H -6.57 0.31 0.78
H -5.65 2.22 -2.79
H -6.87 3.43 -2.13
C 0.03 4.94 -2.13
C -0.81 5.39 -0.96
C -2.28 5.12 -1.27
S -2.46 5.37 -3.01
O -3.10 6.61 -3.39
O -3.04 4.08 -3.37
C -0.68 5.49 -3.40
H 0.08 3.90 -2.30
H 1.09 5.23 -1.98
H -0.74 6.44 -0.79
H -0.51 4.87 -0.04
H -2.95 5.77 -0.72
H -2.62 4.15 -1.01
H -0.55 6.55 -3.36
H -0.38 5.05 -4.31
C -1.69 0.74 0.91
C -0.96 1.83 0.08
C 0.48 1.39 0.06
S 0.40 -0.44 -0.11
O 1.22 -0.95 0.98
O 0.65 -0.66 -1.47
C -1.30 -0.58 0.27
H -2.77 0.78 0.97
H -1.34 0.67 1.97
H -1.11 2.79 0.60
H -1.48 1.89 -0.87
H 0.98 1.59 1.01
H 1.24 1.65 -0.66
H -1.44 -1.49 0.85
H -1.83 -0.68 -0.71
C 0.30 -4.30 4.61
C 0.16 -3.48 3.24
C 0.33 -2.01 3.55
S -0.09 -1.78 5.28
O -1.46 -1.90 5.66
O 0.55 -0.61 5.84
C 0.71 -3.33 5.72
H 1.06 -5.06 4.43
H -0.61 -4.85 4.83
H -0.79 -3.73 2.77
H 0.92 -3.75 2.50
H -0.11 -1.29 2.86
H 1.37 -1.70 3.64
H 0.44 -3.53 6.73
H 1.79 -3.11 5.72